# 1
Molecular formula: C3H2F2
Method: DFT, ωB97M-V/def2-TZVPD

Each line ends with the Löwdin spin population.
Geometry (Å):
1 F 1.0605 1.7897 -0.0058  0.0806
2 C 0.4339 0.6690 -0.3634  0.2907
3 F -0.9979 -1.4796 -0.9041  0.2929
4 C -1.0372 -1.0349 0.2978  1.2109
5 C 0.0852 -0.2052 0.6109  0.1081
6 H 0.3433 -0.2361 1.6810  0.0000
7 H 0.1121 0.4971 -1.3164  0.0167

Calculated values
LUMO level (alpha / beta)   0.04122 / -0.04846 Ha
2S+1   3
HOMO level (alpha / beta)   -0.278 / -0.385 Eh
<S²>   2.041
Total energy   -8572.83358 eV
Energy above the lowest of the compared OMol25 structures with the same formula, charge and spin   0.000 eV

***

# 2
Molecular formula: C3H2F2N2S
Method: DFT, ωB97M-V/def2-TZVPD

Each line ends with the Löwdin charge.
Geometry (Å):
1 H -0.6375 -2.0418 -0.0044  0.1732
2 F 1.9870 -1.5437 -0.0004  0.1405
3 C 1.0004 -0.6689 0.0041  -0.2513
4 H -0.6853 2.0202 -0.0002  0.1629
5 N -0.3210 -1.0713 0.0019  0.1246
6 N -0.3264 1.0786 0.0086  0.1288
7 F 1.9813 1.5551 -0.0027  0.1297
8 C -1.1612 0.0030 -0.0034  -0.8925
9 S -2.8289 -0.0010 -0.0009  0.5265
10 C 0.9916 0.6698 -0.0026  -0.2424

Calculated values
LUMO level   0.01923 Ha
SMILES   Fc1[nH]c(=S)[nH]c1F
HOMO level   -0.293 Eh
Total energy   -22393.20886 eV
Energy above the lowest of the compared OMol25 structures with the same formula, charge and spin   0.000 eV